Density functional theory data (ωB97M-V with the def2-TZVPD basis set) for a structure of composition C33H31CoN6O.

Last column: Löwdin charge in e.
Geometry (Å):
1 Co -0.27 0.07 -1.54  0.6644
2 C -4.47 3.89 2.82  -0.0538
3 C -3.76 2.84 2.00  -0.2833
4 C -4.33 1.60 1.73  -0.0419
5 C -3.65 0.65 1.01  -0.0259
6 C -2.34 0.86 0.51  -0.2206
7 N -1.67 -0.19 -0.12  -0.0078
8 C -1.80 -1.43 0.49  -0.2453
9 C -1.94 -1.57 1.89  -0.0277
10 C -2.08 -2.79 2.50  -0.0433
11 C -2.10 -3.97 1.77  -0.2855
12 C -2.21 -5.32 2.43  -0.0544
13 C -1.92 -3.87 0.40  0.0099
14 C -1.77 -2.64 -0.23  -0.1318
15 N -1.52 -2.65 -1.63  -0.0679
16 C -2.09 -3.45 -2.55  -0.0455
17 C -1.38 -3.30 -3.72  -0.0429
18 C -0.37 -2.38 -3.41  -0.1398
19 N -0.47 -1.99 -2.14  0.0007
20 C -1.82 2.15 0.70  -0.1071
21 C -2.52 3.10 1.44  0.0124
22 N -0.61 2.57 0.09  -0.0570
23 C 0.21 3.57 0.50  -0.0443
24 C 1.06 3.86 -0.54  -0.0351
25 C 0.69 2.97 -1.56  -0.1348
26 N -0.30 2.18 -1.16  0.0112
27 H -5.00 3.43 3.65  0.0765
28 H -5.21 4.41 2.20  0.0821
29 H -3.77 4.62 3.21  0.0735
30 H -5.33 1.39 2.09  0.1144
31 H -4.11 -0.30 0.81  0.1209
32 H -1.91 -0.67 2.49  0.1238
33 H -2.18 -2.83 3.58  0.1154
34 H -2.77 -5.25 3.36  0.0752
35 H -1.21 -5.71 2.68  0.0792
36 H -2.70 -6.04 1.78  0.0751
37 H -1.87 -4.77 -0.20  0.1203
38 H -2.97 -4.03 -2.33  0.1301
39 H -1.56 -3.77 -4.67  0.0976
40 H 0.42 -1.99 -4.04  0.1176
41 H -2.09 4.09 1.57  0.1115
42 H 0.14 3.99 1.49  0.1257
43 H 1.84 4.60 -0.57  0.1010
44 H 1.10 2.86 -2.55  0.1183
45 C 1.95 -2.75 0.47  -0.0091
46 C 1.45 -1.70 1.42  -0.4870
47 C 1.65 -2.00 2.89  -0.0189
48 O 0.94 -0.67 1.04  0.0299
49 H 2.13 -3.70 0.96  0.0775
50 H 2.88 -2.38 0.03  0.0906
51 H 1.24 -2.87 -0.35  0.0620
52 H 2.71 -2.18 3.08  0.0862
53 H 1.11 -2.90 3.16  0.0797
54 H 1.31 -1.17 3.50  0.0819
55 C -1.45 0.54 -3.30  -0.0804
56 H -0.74 0.53 -4.12  0.0053
57 H -1.91 1.52 -3.19  -0.0013
58 H -2.23 -0.22 -3.45  0.0011
59 N 8.41 4.43 -1.02  0.1498
60 C 7.45 3.79 -1.09  -0.1948
61 C 6.27 3.00 -1.19  -0.2421
62 C 5.58 2.58 -0.05  -0.0277
63 C 4.45 1.81 -0.16  -0.0224
64 C 3.97 1.42 -1.42  -0.2524
65 C 4.67 1.84 -2.56  -0.0238
66 C 5.80 2.62 -2.45  -0.0273
67 C 2.76 0.67 -1.54  -0.1409
68 C 1.68 0.14 -1.69  -0.0673
69 H 5.95 2.88 0.93  0.1179
70 H 3.91 1.49 0.73  0.1174
71 H 4.30 1.54 -3.53  0.1168
72 H 6.33 2.95 -3.33  0.1183

Output
Highest occupied orbital energy (spin up / spin down) = -7.03 / -7.08 eV
HOMO-LUMO gap (spin up / spin down) = 7.43 / 6.43 eV
E_LUMO (spin up / spin down) = 0.40 / -0.65 eV
Energy above the lowest of the compared OMol25 structures with the same formula, charge and spin = 0.0 kcal/mol
Multiplicity = 5